# 1
{
  "formula": "H4N3P",
  "method": "ωB97M-V/def2-TZVPD",
  "symbols": ["N", "N", "N", "P", "H", "H", "H", "H"],
  "coordinates": [[-1.3756, 0.9299, 0.2705], [-0.2876, -1.5969, 0.0078], [-0.4903, -0.1766, 0.1289], [1.2237, 0.1546, 0.3170], [-0.7566, 1.7355, 0.3520], [-1.1730, -2.1010, 0.0433], [1.2191, 1.4508, -0.2389], [1.6403, -0.3963, -0.8805]],
  "atomic_forces_ev_per_a": [[1.37, -5.60, -0.54], [-2.32, 4.36, 0.45], [-0.15, 0.59, 0.10], [1.01, 0.52, 0.59], [0.42, -0.24, -0.12], [-0.45, 0.32, -0.01], [-0.10, 0.28, -0.02], [0.21, -0.22, -0.45]],
  "mulliken_charge": [-0.51, -0.59, 0.52, 0.01, 0.25, 0.21, 0.02, 0.09],
  "spin_multiplicity": 1,
  "de_lowest_ev": 3.291,
  "molar_mass_g_mol": 77.0,
  "gap_ha": [0.330, 0.338],
  "charge": 0
}

---

# 2
{
  "formula": "H4N4O",
  "method": "ωB97M-V/def2-TZVPD",
  "symbols": ["H", "N", "N", "N", "O", "N", "H", "H", "H"],
  "coordinates": [[2.2862, 2.9322, -0.1086], [2.0979, 2.1346, 0.5752], [2.3264, 1.0558, 0.0410], [2.9603, 0.0572, -0.0562], [2.8202, -1.0851, -0.4351], [-0.4443, -0.7302, -0.3616], [-1.2174, -0.1872, -0.3060], [-0.4765, -1.1320, 0.5613], [-0.5920, -1.4466, -1.0053]],
  "atomic_forces_ev_per_a": [[-0.46, -1.29, 0.72], [0.02, 1.79, -0.17], [0.07, 0.07, -0.76], [0.57, -0.63, 0.39], [-0.26, -0.05, -0.20], [2.76, -0.34, 1.54], [-3.03, 2.38, -0.54], [0.62, -0.58, 0.28], [-0.27, -1.35, -1.25]],
  "mulliken_charge": [0.25, -0.60, 0.53, 0.29, -0.48, -0.62, 0.21, 0.22, 0.21],
  "spin_multiplicity": 1,
  "de_lowest_ev": 1.425,
  "molar_mass_g_mol": 76.1,
  "gap_ha": [0.337, 0.337],
  "charge": 0
}

---

# 3
{
  "formula": "H4NO2P2",
  "method": "ωB97M-V/def2-TZVPD",
  "symbols": ["N", "P", "O", "O", "P", "H", "H", "H", "H"],
  "coordinates": [[0.7918, 0.1512, -1.1225], [0.4367, -0.2674, 0.5372], [1.5447, 0.0733, 1.4177], [-0.1241, -2.0106, 0.5169], [-1.4357, 1.0820, 0.5688], [1.0589, -0.6356, -1.7070], [1.5245, 0.8275, -1.3556], [-2.0840, 0.3779, 1.7195], [-1.7128, 0.4017, -0.5752]],
  "atomic_forces_ev_per_a": [[0.50, -0.20, -0.66], [-3.02, -6.45, -1.92], [1.07, 0.89, 1.29], [1.88, 6.73, -0.23], [1.32, 0.07, 2.25], [-0.55, -0.40, 0.42], [-0.38, 0.09, 0.99], [0.28, 0.26, -1.54], [-1.09, -0.98, -0.60]],
  "mulliken_charge": [-0.61, 0.71, -0.66, -0.80, -0.20, 0.22, 0.22, 0.05, 0.06],
  "spin_multiplicity": 1,
  "de_lowest_ev": 2.210,
  "molar_mass_g_mol": 112.0,
  "gap_ha": 0.306,
  "charge": -1
}

---

# 4
{
  "formula": "H4NO2PS",
  "method": "ωB97M-V/def2-TZVPD",
  "symbols": ["N", "P", "O", "S", "H", "H", "O", "H", "H"],
  "coordinates": [[-0.1573, -0.4364, -0.6186], [-1.7254, -0.2877, -1.0763], [-2.6987, -0.4823, -0.0185], [-2.0133, 0.1817, -2.9287], [0.1376, -0.4978, 0.3438], [0.5701, -0.2616, -1.2925], [1.8142, 0.5368, 1.5108], [1.7769, -0.0637, 2.2640], [2.2958, 1.3110, 1.8159]],
  "atomic_forces_ev_per_a": [[-0.80, -0.02, -0.33], [0.79, 0.55, -1.45], [-0.18, -0.20, 0.61], [0.33, -0.39, 1.11], [-0.10, 0.11, 0.00], [-0.03, 0.04, -0.01], [-0.10, -0.24, 0.01], [0.12, 0.15, 0.02], [-0.03, 0.00, 0.03]],
  "mulliken_charge": [-0.36, 0.75, -0.55, -0.35, 0.28, 0.23, -0.64, 0.32, 0.31],
  "spin_multiplicity": 1,
  "de_lowest_ev": 0.853,
  "molar_mass_g_mol": 113.1,
  "gap_ha": 0.363,
  "charge": 0
}

---

# 5
{
  "formula": "H4NO2PS",
  "method": "ωB97M-V/def2-TZVPD",
  "symbols": ["O", "P", "O", "N", "S", "H", "H", "H", "H"],
  "coordinates": [[-1.5133, -0.8352, 0.4976], [-0.6263, 0.5728, 0.7691], [-1.4927, 1.4434, -0.2781], [0.6854, 0.3665, -0.3442], [2.4829, -0.3250, 0.5173], [-1.0989, -1.7124, 0.5549], [-1.3423, 0.8789, -1.1403], [0.8173, 1.2719, -0.7324], [2.0878, -1.6610, 0.1560]],
  "atomic_forces_ev_per_a": [[0.68, 0.08, 0.04], [-0.44, -1.08, 0.78], [0.58, -1.22, -2.40], [2.21, -2.39, 1.60], [-3.90, -0.56, -1.94], [0.07, 0.61, 0.14], [-0.92, 1.65, 1.72], [1.02, 0.98, -0.41], [0.69, 1.93, 0.48]],
  "mulliken_charge": [-0.48, 0.38, -0.46, -0.52, -0.09, 0.31, 0.38, 0.32, 0.18],
  "spin_multiplicity": 1,
  "de_lowest_ev": 3.044,
  "molar_mass_g_mol": 113.1,
  "gap_ha": 0.315,
  "charge": 0
}

---

# 6
{
  "formula": "H4NO2SSi",
  "method": "ωB97M-V/def2-TZVPD",
  "symbols": ["N", "O", "O", "Si", "S", "H", "H", "H", "H"],
  "coordinates": [[-1.2120, -1.8234, -0.1595], [-0.4416, 0.9619, -0.1702], [-1.7417, -0.3758, -2.1440], [1.0403, 0.8047, 0.4584], [-1.6814, -0.4520, -0.6616], [-0.8082, -1.7910, 0.7906], [0.9719, 0.4703, 1.9315], [2.1172, 0.0209, -0.2009], [1.7555, 2.1844, 0.1557]],
  "atomic_forces_ev_per_a": [[1.60, -0.47, 0.01], [0.77, -0.69, -0.07], [0.52, -0.56, 1.24], [0.34, 1.84, -0.65], [-1.96, 1.14, -0.60], [-0.71, 0.14, -0.50], [0.27, 0.06, -0.33], [-0.29, -0.67, 0.09], [-0.53, -0.78, 0.81]],
  "mulliken_charge": [-0.66, -0.42, -0.54, 0.31, 0.56, 0.22, -0.15, -0.15, -0.16],
  "spin_multiplicity": 1,
  "de_lowest_ev": 1.037,
  "molar_mass_g_mol": 110.2,
  "gap_ha": 0.284,
  "charge": -1
}

---

# 7
{
  "formula": "H4NPS",
  "method": "ωB97M-V/def2-TZVPD",
  "symbols": ["N", "P", "S", "H", "H", "H", "H"],
  "coordinates": [[-1.3803, 0.4001, -0.1501], [2.7895, -1.7590, 0.1141], [1.4696, -0.2378, 0.2582], [-2.1035, 1.0520, 0.1672], [-1.4259, -0.1925, 0.7094], [-0.4423, 0.7763, -0.0884], [1.0930, -0.0392, -1.0103]],
  "atomic_forces_ev_per_a": [[-1.11, -0.98, 1.77], [0.63, -0.69, -0.20], [0.11, 0.53, 0.52], [0.57, 0.65, -0.76], [0.41, -0.11, -1.10], [-0.75, 0.83, 0.06], [0.13, -0.24, -0.29]],
  "mulliken_spin": [0.01, 1.76, 0.19, 0.00, 0.00, -0.01, 0.04],
  "spin_multiplicity": 3,
  "de_lowest_ev": 0.000,
  "molar_mass_g_mol": 81.1,
  "gap_ha": [0.321, 0.334],
  "s_squared": 2.01,
  "charge": 0
}

---

# 8
{
  "formula": "H4NS",
  "method": "ωB97M-V/def2-TZVPD",
  "symbols": ["N", "H", "H", "H", "S", "H"],
  "coordinates": [[-0.8112, -0.8229, 0.9264], [-0.5472, 0.1600, 0.8241], [-1.2350, -0.9830, 0.0114], [0.0675, -1.3201, 0.7945], [0.6344, 1.2702, -1.1865], [1.8916, 1.6957, -1.3700]],
  "atomic_forces_ev_per_a": [[-0.25, -0.20, -0.35], [0.26, -0.14, 0.10], [-0.21, -0.01, 0.15], [0.12, 0.24, 0.21], [0.01, 0.07, -0.11], [0.06, 0.05, -0.01]],
  "mulliken_charge": [-0.77, 0.23, 0.24, 0.25, -0.90, -0.06],
  "spin_multiplicity": 1,
  "de_lowest_ev": 0.078,
  "molar_mass_g_mol": 50.1,
  "gap_ha": 0.276,
  "charge": -1
}

---

# 9
{
  "formula": "H4O2",
  "method": "ωB97M-V/def2-TZVPD",
  "symbols": ["O", "H", "H", "O", "H", "H"],
  "coordinates": [[0.2355, 0.8893, 0.1130], [-0.2968, 1.3496, -0.5358], [1.1274, 1.1987, -0.0453], [-0.3689, -1.1720, 0.5455], [-0.5283, -1.8660, -0.0941], [-0.1690, -0.3996, 0.0167]],
  "atomic_forces_ev_per_a": [[0.78, 3.33, -0.55], [-0.26, 0.48, -0.15], [0.41, 0.06, 0.03], [-0.97, -2.97, 0.40], [-0.14, -0.54, 0.14], [0.18, -0.37, 0.14]],
  "mulliken_charge": [-0.65, 0.34, 0.33, -0.68, 0.28, 0.37],
  "spin_multiplicity": 1,
  "de_lowest_ev": 0.929,
  "molar_mass_g_mol": 36.0,
  "gap_ha": 0.397,
  "charge": 0
}

---

# 10
{
  "formula": "H4O2",
  "method": "ωB97M-V/def2-TZVPD",
  "symbols": ["O", "H", "H", "O", "H", "H"],
  "coordinates": [[0.3830, -2.0765, -1.1369], [0.8560, -2.7968, -1.5537], [0.6093, -2.1456, -0.2094], [-0.4238, 2.3579, 1.3062], [-0.0562, 2.3802, 0.4227], [-1.3683, 2.2808, 1.1712]],
  "atomic_forces_ev_per_a": [[-0.14, 0.16, -0.11], [0.10, -0.17, -0.15], [0.03, 0.03, 0.26], [0.11, 0.02, 0.21], [0.13, -0.01, -0.22], [-0.25, -0.03, 0.00]],
  "mulliken_charge": [-0.64, 0.32, 0.32, -0.64, 0.32, 0.32],
  "spin_multiplicity": 1,
  "de_lowest_ev": 0.189,
  "molar_mass_g_mol": 36.0,
  "gap_ha": 0.458,
  "charge": 0
}

---

# 11
{
  "formula": "H4O2",
  "method": "ωB97M-V/def2-TZVPD",
  "symbols": ["O", "H", "H", "O", "H", "H"],
  "coordinates": [[0.8682, 0.8885, 5.1491], [0.7251, -0.0090, 5.4499], [0.2562, 1.0173, 4.4202], [-0.9107, -0.7884, -4.7585], [0.0057, -0.5494, -4.5630], [-0.9444, -0.5590, -5.6978]],
  "atomic_forces_ev_per_a": [[0.10, 0.23, -0.01], [-0.06, -0.20, 0.04], [-0.04, -0.03, -0.03], [0.55, 0.30, -0.48], [-0.17, -0.14, 0.35], [-0.37, -0.15, 0.14]],
  "mulliken_charge": [-0.64, 0.32, 0.32, -0.64, 0.32, 0.32],
  "spin_multiplicity": 1,
  "de_lowest_ev": 0.226,
  "molar_mass_g_mol": 36.0,
  "gap_ha": 0.465,
  "charge": 0
}

---

# 12
{
  "formula": "H4O2",
  "method": "ωB97M-V/def2-TZVPD",
  "symbols": ["O", "H", "H", "O", "H", "H"],
  "coordinates": [[-0.9277, -3.2075, 0.1980], [-0.8521, -3.0659, 1.1478], [-0.4098, -2.4975, -0.2011], [-3.0218, -3.8522, -1.6854], [-3.4770, -4.6165, -1.3192], [-2.1831, -3.8004, -1.1905]],
  "atomic_forces_ev_per_a": [[0.31, 0.17, 0.02], [-0.08, -0.06, -0.08], [-0.07, -0.09, 0.06], [0.34, -0.07, 0.07], [0.05, 0.04, -0.02], [-0.54, 0.00, -0.03]],
  "mulliken_charge": [-0.65, 0.31, 0.32, -0.64, 0.31, 0.36],
  "spin_multiplicity": 1,
  "de_lowest_ev": 0.060,
  "molar_mass_g_mol": 36.0,
  "gap_ha": 0.423,
  "charge": 0
}

---

- What is the formula in the tenth record?
  H4O2